No. 1
# C20H25MnN3S5

A molecular structure, C20H25MnN3S5 in a non-equilibrium geometry (ωB97M-V with the def2-TZVPD basis set, the Open Molecules 2025 dataset).

The expectation value of S² is 6.0439. As for the LUMO energy (spin up / spin down): -9.76 / -11.70 eV. Its spin multiplicity is 5. As for the charge: +3. The frontier orbital gap (spin up / spin down) comes out at 7.04 / 5.44 eV.

```
54
Properties=species:S:1:pos:R:3:forces:R:3
Mn 0.33441 -0.60533 -0.50297 0.76 0.25 -0.45
C 1.92503 2.38948 -2.38287 -0.21 0.11 0.44
C 1.18947 1.64984 -3.47849 -0.10 -0.46 0.04
S 0.88005 -0.12049 -3.13617 0.47 -0.10 0.14
C 2.58476 -0.81729 -3.02477 -0.43 0.37 -0.08
C 2.51189 -2.30468 -2.74426 -0.41 0.05 0.18
S 1.48621 -2.74169 -1.27363 0.10 0.07 0.19
C 2.72223 -3.01769 0.05403 -0.35 0.09 -0.26
C 3.44726 -1.76074 0.48026 -0.12 0.17 0.19
S 2.25788 -0.39552 0.80569 0.76 0.04 0.21
C 3.33150 1.05761 0.45436 -0.10 -0.15 0.08
C 2.51992 2.33399 0.36966 -0.48 -0.04 -0.28
S 1.07566 2.21276 -0.75876 0.36 0.09 -0.08
H 1.94838 3.45733 -2.61251 0.06 -0.12 -0.03
H 2.94719 2.03490 -2.26873 0.04 -0.01 -0.04
H 1.74469 1.70593 -4.41741 -0.11 0.08 0.04
H 0.18853 2.05726 -3.63817 0.11 0.02 -0.07
H 3.12568 -0.29458 -2.23890 0.08 0.04 0.00
H 3.07419 -0.64338 -3.98354 0.06 -0.02 0.03
H 3.50631 -2.72233 -2.58493 -0.05 -0.05 -0.03
H 2.04119 -2.82608 -3.57915 0.10 -0.05 0.06
H 3.42346 -3.77506 -0.30267 -0.05 0.04 0.09
H 2.14250 -3.44770 0.87430 0.06 -0.02 -0.07
H 4.15426 -1.42619 -0.27775 -0.01 0.06 -0.01
H 3.98351 -1.93323 1.41566 0.06 -0.01 -0.13
H 3.87368 0.86387 -0.47117 -0.03 -0.06 0.00
H 4.05479 1.12222 1.27059 -0.03 -0.04 -0.07
H 3.14257 3.15800 0.01247 -0.03 -0.06 0.17
H 2.11083 2.60615 1.34337 0.11 0.08 -0.07
N -3.17497 0.23343 1.82242 0.10 0.00 -0.05
C -3.04355 1.10403 2.89623 -0.22 0.01 0.14
C -4.13705 1.38622 3.70688 -0.08 0.04 0.08
C -4.00342 2.26746 4.76732 -0.15 -0.29 -0.31
C -2.77690 2.87852 5.03355 0.67 0.06 -0.20
C -1.67499 2.60239 4.23992 -0.25 0.21 0.37
C -1.80827 1.71619 3.17871 0.96 -0.38 -0.89
S -0.40484 1.35244 2.18452 -1.09 -0.26 0.17
N -0.95709 0.27015 1.02894 -0.02 0.29 0.47
C -2.20433 -0.14326 0.96955 0.15 0.29 0.28
C -2.51971 -1.06730 -0.13141 -0.59 -0.62 -0.63
C -3.77284 -1.65655 -0.29712 0.42 0.31 0.20
C -4.00391 -2.49749 -1.37754 0.36 0.01 -0.24
C -2.96820 -2.71380 -2.27259 -0.21 0.18 0.28
C -1.74473 -2.10216 -2.03987 0.05 -0.04 -0.12
N -1.50068 -1.30283 -0.99913 -0.71 -0.11 0.23
H -4.11148 -0.12877 1.68142 0.14 -0.02 -0.07
H -5.09017 0.91615 3.51069 -0.10 -0.03 -0.03
H -4.85601 2.48452 5.39395 -0.07 -0.01 0.02
H -2.67983 3.56762 5.86043 -0.01 0.01 0.02
H -0.71972 3.06310 4.43493 0.11 0.10 0.09
H -4.58268 -1.48374 0.39733 -0.01 -0.01 0.03
H -4.96800 -2.96200 -1.51975 -0.07 -0.03 0.02
H -3.09405 -3.34103 -3.13921 -0.01 -0.09 -0.10
H -0.93061 -2.26064 -2.73372 0.02 0.03 0.07
```
Positions in Å, forces in eV/Å.

Löwdin atomic charge list, values in e, 8 entries:
1. Mn 0.282
2. C -0.462
3. C -0.468
4. S 0.886
5. C -0.458
6. C -0.432
7. S 0.907
8. C -0.454

No. 2
# C20H25N2O6PPt

A molecular structure, C20H25N2O6PPt in a non-equilibrium geometry (ωB97M-V with the def2-TZVPD basis set, the Open Molecules 2025 dataset).

The energy above the lowest of the compared OMol25 structures with the same formula, charge and spin comes out at 4.1 kcal/mol. As for the LUMO energy: -0.01 eV. As for the charge: 0. The frontier orbital gap comes out at 7.77 eV.

```
55
Properties=species:S:1:pos:R:3:forces:R:3
Pt -0.30180 -0.71425 -0.24627 0.98 -0.15 0.56
O 2.55425 -2.33036 4.05289 -0.05 0.10 -0.07
C 1.27512 -2.42054 4.45454 -0.05 0.03 0.01
C 1.02575 -3.09804 5.64949 0.03 -0.01 0.00
C -0.26174 -3.23499 6.12407 -0.01 0.01 0.00
C -1.33910 -2.70094 5.41843 0.01 -0.03 0.02
C -1.10087 -2.04157 4.23099 0.01 -0.03 -0.03
C 0.19511 -1.88903 3.72705 -0.09 0.02 -0.06
C 0.36548 -1.25441 2.40207 0.20 0.03 0.03
O -0.71409 -1.05896 1.69412 -0.15 -0.71 0.23
N 1.58111 -0.95701 2.00285 -0.31 0.13 -0.04
N 1.56446 -0.50464 0.69625 -0.08 0.26 0.05
C 2.65408 -0.49450 0.02725 0.11 0.12 -0.05
C 2.74599 -0.23184 -1.40150 -0.05 0.02 0.17
C 4.01172 -0.37869 -1.98771 0.00 -0.02 0.00
C 4.20898 -0.22518 -3.34215 -0.03 0.04 0.00
C 3.12013 0.12073 -4.14473 0.06 0.01 0.05
C 1.86883 0.29175 -3.59299 -0.01 0.01 -0.07
C 1.64223 0.10119 -2.22365 -0.18 0.11 0.30
O 0.40446 0.30158 -1.77412 0.04 -0.36 -1.00
H 2.56310 -1.78560 3.23296 0.05 -0.03 0.00
H 1.87332 -3.50916 6.18237 -0.02 0.01 0.01
H -0.43087 -3.76262 7.05476 0.00 0.01 -0.01
H -2.34859 -2.81149 5.79115 0.01 0.02 0.00
H -1.91851 -1.63083 3.65343 0.01 0.00 0.02
H 3.57157 -0.75399 0.55432 -0.02 -0.07 -0.03
H 4.84830 -0.62638 -1.34315 -0.01 -0.02 -0.02
H 5.19073 -0.36409 -3.77340 0.00 0.01 0.00
H 3.25720 0.25570 -5.21052 -0.01 0.01 0.01
H 1.02044 0.58174 -4.20017 0.01 -0.04 0.00
C -1.46969 -4.85294 1.18051 0.04 0.01 -0.09
C -2.28298 -3.73544 0.56647 0.00 0.06 0.00
O -1.99974 -3.59071 -0.85323 -0.05 -0.03 0.18
P -0.83117 -2.59571 -1.29213 -0.24 0.59 -0.19
O 0.52118 -3.41323 -1.08080 -0.03 -0.14 -0.01
C 0.79781 -4.63547 -1.80325 0.00 0.02 0.01
C 1.82415 -5.41575 -1.01798 0.00 0.04 0.04
O -0.96206 -2.62972 -2.87759 -0.03 0.08 0.02
C -1.70777 -1.60792 -3.57593 -0.06 0.00 -0.02
C -2.80706 -2.25355 -4.38513 0.02 -0.02 0.02
H -1.80333 -5.02827 2.20420 0.01 0.01 0.00
H -0.41064 -4.59268 1.20653 -0.01 -0.01 0.02
H -1.59018 -5.77466 0.60872 -0.02 -0.01 0.04
H -2.07818 -2.78862 1.07127 -0.07 -0.01 -0.03
H -3.34970 -3.93731 0.62650 -0.03 -0.03 -0.05
H 1.17802 -4.35963 -2.78670 -0.03 0.02 -0.02
H -0.12956 -5.19623 -1.93264 0.00 -0.02 0.00
H 2.66027 -4.76605 -0.75702 0.02 -0.03 -0.04
H 2.20120 -6.24570 -1.61690 -0.02 -0.01 0.02
H 1.40012 -5.81270 -0.09568 0.00 0.01 -0.01
H -0.99595 -1.08220 -4.21090 0.02 -0.01 0.01
H -2.10670 -0.89081 -2.85513 0.03 0.00 0.03
H -2.38845 -2.93673 -5.12439 -0.02 0.00 0.01
H -3.37883 -1.48471 -4.90738 0.00 -0.02 0.00
H -3.48140 -2.81474 -3.73756 -0.01 0.03 -0.01
```
Positions in Å, forces in eV/Å.

Löwdin atomic charge list, values in e, 8 entries:
1. Pt 1.137
2. O 0.059
3. C -0.269
4. C -0.015
5. C -0.081
6. C -0.093
7. C -0.032
8. C -0.081

No. 3
# C20H25N3O5

C20H25N3O5 in the gas phase in a non-equilibrium geometry (ωB97M-V with the def2-TZVPD basis set, the Open Molecules 2025 dataset).

The energy above the lowest of the compared OMol25 structures with the same formula, charge and spin comes out at 83.2 kcal/mol. As for the LUMO energy: 0.79 eV. As for the charge: 0. As for the SMILES: CCCO[C@@H]1CCCN(C(=O)CCc2nnc(-c3ccc4c(c3)OCO4)o2)C1. The frontier orbital gap comes out at 8.80 eV.

```
53
Properties=species:S:1:pos:R:3:forces:R:3
C -2.91711 -4.49814 1.34095 -0.06 0.12 -0.20
C -3.10376 -3.56769 0.15061 -0.04 0.32 0.11
C -2.95017 -2.10293 0.56776 0.13 -0.41 -0.01
O -3.02654 -1.21541 -0.52959 0.02 0.21 -0.25
C -4.31788 -0.81365 -0.93099 -0.41 0.14 -0.08
C -4.29950 -0.58028 -2.44527 0.30 -0.10 0.27
C -3.34068 0.56090 -2.77450 -0.22 0.06 0.07
C -3.72730 1.81583 -1.99494 0.34 0.18 -0.31
N -3.75150 1.53304 -0.57116 -0.23 0.09 -0.24
C -2.69857 1.92406 0.18509 -0.34 -0.07 0.34
O -1.82188 2.64187 -0.25963 0.42 0.11 -0.01
C -2.70944 1.50824 1.65435 0.35 0.16 -0.03
C -1.37940 1.88759 2.30960 -0.08 0.15 -0.11
C -0.31835 0.97126 1.82776 -0.21 -0.54 0.15
N -0.37137 -0.32278 1.78330 -1.12 0.87 0.54
N 0.79376 -0.75229 1.26703 1.46 -0.10 -0.64
C 1.51273 0.30222 1.01790 -0.64 -0.66 0.28
C 2.84470 0.33910 0.46125 0.44 0.44 -0.17
C 3.46979 1.56001 0.22587 -0.25 -0.23 0.10
C 4.75279 1.62357 -0.30512 0.40 -0.24 -0.17
C 5.37412 0.42991 -0.58668 -0.42 -0.35 0.16
C 4.74596 -0.79925 -0.35293 0.10 0.59 -0.03
C 3.48296 -0.87730 0.16960 0.23 0.02 -0.10
O 5.58871 -1.81227 -0.72272 -0.45 -0.04 0.19
C 6.76225 -1.19004 -1.19774 1.02 -0.61 -0.44
O 6.61847 0.21212 -1.10535 -0.23 0.43 0.11
O 0.85483 1.43574 1.36291 0.27 0.06 -0.11
C -4.70618 0.50893 -0.22736 0.13 -0.53 0.13
H -3.00964 -5.53622 1.03124 0.01 -0.11 0.06
H -1.93343 -4.35252 1.77983 0.11 -0.04 0.11
H -3.66613 -4.29898 2.10482 -0.06 -0.03 0.13
H -2.35714 -3.78581 -0.61428 -0.02 0.03 -0.07
H -4.09158 -3.72446 -0.29138 0.01 -0.01 -0.08
H -3.70717 -1.85316 1.32558 0.04 0.04 0.03
H -1.95775 -1.93974 0.99830 -0.22 -0.04 0.09
H -5.06352 -1.58237 -0.68012 0.08 0.05 0.00
H -3.97640 -1.49482 -2.94348 -0.09 -0.06 0.00
H -5.31036 -0.33851 -2.78136 -0.06 -0.01 -0.02
H -3.35142 0.77094 -3.84454 0.06 0.01 -0.03
H -2.33298 0.26451 -2.48254 0.08 0.05 -0.08
H -3.00148 2.61276 -2.16098 -0.19 -0.06 -0.01
H -4.72302 2.16201 -2.29398 0.02 0.01 0.00
H -2.83198 0.43069 1.74249 -0.17 0.00 0.04
H -3.53467 2.01674 2.15811 -0.05 -0.10 -0.01
H -1.46260 1.80164 3.39552 0.02 0.04 -0.05
H -1.10150 2.90791 2.04318 -0.05 -0.06 0.10
H 2.94363 2.47268 0.45706 -0.04 0.08 0.02
H 5.24310 2.56408 -0.49081 0.06 0.13 -0.02
H 2.98469 -1.81231 0.35509 -0.05 -0.17 0.02
H 6.93262 -1.47367 -2.24873 -0.12 0.10 0.23
H 7.62376 -1.51194 -0.59106 -0.25 0.11 -0.08
H -4.75344 0.36883 0.85064 -0.04 0.01 -0.03
H -5.69630 0.82295 -0.57726 0.02 -0.04 0.09
```
Positions in Å, forces in eV/Å.

Löwdin atomic charge list, values in e, 8 entries:
1. C -0.110
2. C -0.232
3. C -0.234
4. O -0.114
5. C -0.323
6. C -0.130
7. C -0.155
8. C -0.138